(1)
ORCA calculation (ωB97M-V/def2-TZVPD) on a structure of composition C8H9N2OS.

Geometry as ORCA input:
```
! wB97M-V def2-TZVPD RIJCOSX def2/J DEFGRID3
* xyz 1 1
C 2.88302 0.83062 0.69246
C 1.84264 1.74995 0.85268
C 2.59093 -0.53901 0.86066
C 0.56412 1.32633 0.62737
C 1.29121 -0.96824 0.67431
C 0.22094 -0.03717 0.64946
C -2.49223 -0.02015 0.23947
C -1.10506 -0.48723 0.49693
N -2.90188 -1.27849 0.40160
N -1.14138 -0.23036 -2.29029
O -1.55242 -1.75401 0.61860
S -3.25218 1.40805 -0.01299
H 4.01405 1.10636 0.61414
H 2.04429 2.79336 0.89359
H 3.32455 -1.20948 0.93503
H -0.20191 2.21110 0.70146
H 1.15872 -2.00662 0.72174
H -3.70203 -1.80793 0.35295
H -0.77272 -1.19805 -2.28493
H -0.71385 0.26591 -3.12043
H -2.09881 -0.15494 -2.62381
*
```

Output
ΔE to the lowest compared entry with this formula, charge and spin	81.9	kcal/mol
HOMO energy	-13.20	eV
Kohn-Sham gap	6.799	eV

(2)
ORCA calculation (ωB97M-V/def2-TZVPD) on a cluster of 2 separate species, C6H10 in total.

Geometry as ORCA input:
```
! wB97M-V def2-TZVPD RIJCOSX def2/J DEFGRID3
* xyz 0 1
C -0.05979 -1.35989 -0.25602
C -0.80973 -0.69190 0.90236
C -1.05837 0.77434 0.54443
C 0.07282 1.47591 0.04931
C 1.19294 0.85857 -0.36767
C 1.26492 -0.64101 -0.56348
H -0.72238 -1.31561 -1.12814
H 0.13361 -2.41841 -0.04711
H -0.17798 -0.74628 1.81764
H -1.73053 -1.22622 1.15759
H -1.89262 1.28605 0.98625
H -1.65024 1.98644 -0.70771
H -0.27144 2.49567 -0.24698
H 2.07825 1.44082 -0.60350
H 2.07192 -1.04322 0.06391
H 1.55863 -0.87528 -1.60088
*
```

Output
ΔE to the lowest compared entry with this formula, charge and spin	99.0	kcal/mol
HOMO energy (alpha / beta)	-7.89 / -7.54	eV
Kohn-Sham gap (alpha / beta)	7.939 / 7.737	eV

(3)
ORCA calculation (ωB97M-V/def2-TZVPD) on an isolated molecule of C2H5NO2.

Geometry as ORCA input:
```
! wB97M-V def2-TZVPD RIJCOSX def2/J DEFGRID3
* xyz 0 1
N 1.19910 -0.63507 0.22196
C 0.22638 0.20106 -0.42986
O 0.18026 1.52871 0.00938
C -1.08974 -0.51633 -0.06784
O -2.03286 0.09544 0.36157
H 2.10357 -0.17604 0.23802
H 0.84770 -0.77655 1.20552
H 0.39069 0.15667 -1.51690
H -0.68760 1.66799 0.42708
H -1.13752 -1.54587 -0.44892
*
```

Output
ΔE to the lowest compared entry with this formula, charge and spin	30.0	kcal/mol
HOMO energy	-10.37	eV
Kohn-Sham gap	10.925	eV
SMILES string	N[C@H](O)C=O

(4)
ORCA calculation (ωB97M-V/def2-TZVPD) on a cluster of 2 separate species, C6H10O in total.

Geometry as ORCA input:
```
! wB97M-V def2-TZVPD RIJCOSX def2/J DEFGRID3
* xyz 0 1
C -0.54314 -0.74805 -1.39384
C 0.33488 -1.15607 -0.48137
C -0.18269 -2.36748 0.15596
O 0.44475 -3.39792 0.07942
H -0.21381 -0.37464 -2.34628
H -1.60906 -0.88729 -1.22201
H 1.40904 -1.01170 -0.51886
H -1.22803 -2.31993 0.52717
C 0.24441 0.35401 1.51428
C 0.71755 1.33414 0.74763
C -0.13948 2.15603 -0.16004
H 0.88752 -0.30774 2.08762
H -0.82576 0.16559 1.58901
H 1.79586 1.47082 0.65784
H 0.10852 3.22039 -0.10219
H -1.20130 2.02805 0.07349
H 0.00074 1.84178 -1.20785
*
```

Output
ΔE to the lowest compared entry with this formula, charge and spin	55.6	kcal/mol
HOMO energy	-9.05	eV
Kohn-Sham gap	9.912	eV
SMILES string	C=CC=O.C=CC

(5)
ORCA calculation (ωB97M-V/def2-TZVPD) on a structure of composition C54H66Cl2F5N4O4SeTi.

Geometry as ORCA input:
```
! wB97M-V def2-TZVPD RIJCOSX def2/J DEFGRID3
* xyz -1 1
Ti 0.47252 -0.13508 0.03517
C -1.12717 -3.96884 -1.01330
N -1.69859 -2.63957 -1.19679
C -2.41539 -2.62043 -2.46627
C -2.51549 -2.28105 -0.04992
C -2.99796 -0.84744 -0.07700
N -1.95284 0.19817 0.15896
C -2.11446 0.67571 1.56367
C -1.94797 -0.40702 2.59566
C -2.97278 -0.62067 3.51247
C -2.85456 -1.55349 4.52797
C -1.64216 -2.23876 4.59687
C -0.58393 -2.05947 3.70638
C -0.76404 -1.13933 2.65484
O 0.17336 -0.95343 1.68110
C 0.75766 -2.76208 3.95823
C 1.27616 -3.46799 2.69956
C 0.66938 -3.83271 5.05266
C 1.74828 -1.68568 4.44445
C -3.95270 -1.81764 5.56326
C -4.33271 -3.30555 5.55183
C -3.44412 -1.43855 6.96327
C -5.21116 -0.99973 5.27259
C -2.25551 1.33956 -0.74521
C -1.32593 2.54212 -0.80272
C -1.77857 3.57070 -1.62699
C -1.08386 4.75517 -1.77791
C 0.04429 4.92598 -0.97405
C 0.53027 3.94058 -0.12486
C -0.11677 2.69069 -0.12842
O 0.42363 1.63780 0.53937
C 1.66540 4.24385 0.87647
C 1.10309 4.06033 2.29912
C 2.15983 5.68806 0.75930
C 2.88962 3.33148 0.70339
C -1.58974 5.85573 -2.71445
C -2.74310 6.60927 -2.03356
C -0.48069 6.85796 -3.05029
C -2.09340 5.24774 -4.03038
H -1.91310 -4.74319 -1.03190
H -0.60550 -4.02775 -0.05581
H -0.41030 -4.17290 -1.81208
H -3.21630 -3.38120 -2.48827
H -1.70687 -2.82157 -3.27465
H -2.86959 -1.65080 -2.66496
H -1.91753 -2.44431 0.84623
H -3.40640 -2.92949 0.03862
H -3.78291 -0.74313 0.67351
H -3.46286 -0.64625 -1.03671
H -3.11249 1.10886 1.66163
H -1.40055 1.46400 1.74685
H -3.87487 -0.02614 3.40532
H -1.51194 -2.95661 5.39589
H 0.62655 -4.31500 2.45264
H 2.28485 -3.85963 2.87248
H 1.30761 -2.81378 1.83570
H -0.08492 -4.59048 4.81754
H 0.44986 -3.41049 6.03813
H 1.63794 -4.33626 5.12029
H 1.75876 -0.81515 3.78866
H 2.76594 -2.09001 4.51091
H 1.45221 -1.33848 5.43908
H -3.47609 -3.94329 5.78716
H -4.70793 -3.59796 4.56667
H -5.11527 -3.50395 6.29308
H -2.57229 -2.03542 7.24597
H -4.22694 -1.60283 7.71329
H -3.15270 -0.38461 6.99177
H -5.62285 -1.23521 4.28608
H -5.01247 0.07569 5.31651
H -5.97568 -1.22876 6.02070
H -3.24342 1.72098 -0.46919
H -2.34639 0.94571 -1.75063
H -2.70621 3.40475 -2.17368
H 0.57416 5.86750 -1.02112
H 0.21982 4.69049 2.44766
H 1.85849 4.34328 3.04191
H 0.82263 3.02068 2.47758
H 1.36284 6.41476 0.94548
H 2.59362 5.88964 -0.22584
H 2.94119 5.85092 1.50715
H 2.64209 2.28420 0.84593
H 3.65178 3.61155 1.44080
H 3.32199 3.45116 -0.29475
H -2.40507 7.06488 -1.09722
H -3.56537 5.92620 -1.79840
H -3.12884 7.40248 -2.68676
H -0.15201 7.41679 -2.16950
H -0.85133 7.58440 -3.77987
H 0.39012 6.35200 -3.48104
H -3.00153 4.65609 -3.88854
H -1.33331 4.59637 -4.47322
H -2.32829 6.04448 -4.74404
O 8.29002 -2.37655 1.22404
C 7.10306 -2.46852 1.86402
O 7.05639 -3.06625 2.89546
C 5.92740 -1.79508 1.23162
C 4.74523 -1.74623 1.96229
C 3.62127 -1.12716 1.45734
C 3.63039 -0.53871 0.18850
C 4.81064 -0.61111 -0.56158
C 5.93573 -1.22557 -0.03609
N 2.47319 0.03401 -0.31135
C 2.56147 0.92307 -1.36998
C 1.48538 1.07344 -2.18808
C 1.44233 1.99308 -3.29598
C 0.45615 1.88187 -4.20070
C -0.53124 0.84061 -4.06677
C -0.50897 0.05249 -2.98072
N 0.39905 0.20845 -1.95181
H 8.19457 -1.83457 0.43397
H 4.73503 -2.20713 2.94375
H 2.70238 -1.08586 2.02248
H 4.82435 -0.23901 -1.57914
H 6.81167 -1.28571 -0.67945
H 3.48631 1.44397 -1.57571
H 2.22733 2.73575 -3.39365
H 0.42935 2.55003 -5.05478
H -1.27361 0.66014 -4.83531
H -1.20709 -0.76040 -2.86564
F 0.03819 -3.11666 -10.14668
C 0.25212 -3.10041 -8.82330
C 1.49714 -3.38218 -8.31092
F 2.49776 -3.67621 -9.15491
C 1.71019 -3.35686 -6.94671
F 2.95251 -3.63865 -6.53778
C 0.71141 -3.06424 -6.01798
Se 1.00822 -3.02001 -4.15271
C -0.53222 -2.78048 -6.58943
F -1.58925 -2.47096 -5.82021
C -0.76660 -2.79625 -7.95045
F -1.98454 -2.51416 -8.43951
Cl 2.42070 -5.11887 -0.10143
C 2.53855 -3.56666 -0.95497
Cl 1.03245 -2.61162 -0.83166
H 2.65181 -3.75622 -2.01506
H 3.35361 -2.99820 -0.54057
*
```

Output
HOMO energy	-4.02	eV
Kohn-Sham gap	5.909	eV

(6)
ORCA calculation (ωB97M-V/def2-TZVPD) on an isolated molecule of C4H4O2S.

Geometry as ORCA input:
```
! wB97M-V def2-TZVPD RIJCOSX def2/J DEFGRID3
* xyz 0 1
C -2.37346 -0.13231 -0.23541
C -1.27662 0.34552 0.26527
O -0.02648 -0.26615 0.04879
C 1.20189 0.34616 -0.02001
S 1.55835 1.96227 -0.00391
C 2.33062 -0.60362 -0.14911
O 2.23828 -1.78088 0.21964
H -3.25315 0.37578 0.33301
H -2.52536 -1.04291 -0.90432
H -1.23742 1.08302 1.06501
H 3.36337 -0.28689 -0.61896
*
```

Output
ΔE to the lowest compared entry with this formula, charge and spin	61.1	kcal/mol
HOMO energy	-9.64	eV
Kohn-Sham gap	8.307	eV
SMILES string	C=COC(=S)C=O

(7)
ORCA calculation (ωB97M-V/def2-TZVPD) on an isolated molecule of C4H6N2O2.

Geometry as ORCA input:
```
! wB97M-V def2-TZVPD RIJCOSX def2/J DEFGRID3
* xyz 0 1
C 0.01424 -1.07507 -0.08556
C -1.34984 -0.73208 -0.11716
C 1.29445 -0.44627 0.05559
C -2.02649 0.40872 0.19856
N 1.40227 0.92810 -0.09434
N 2.63257 1.31483 0.00000
O 2.33074 -1.11716 0.21933
O -3.35147 0.54868 0.12664
H 0.17378 -2.14605 -0.18464
H -1.99391 -1.56065 -0.41345
H -1.52693 1.30692 0.53705
H 3.31738 0.56214 0.16866
H 2.84867 2.27305 -0.21602
H -3.76545 -0.26519 -0.19466
*
```

Output
ΔE to the lowest compared entry with this formula, charge and spin	84.4	kcal/mol
HOMO energy (alpha / beta)	-8.00 / -7.54	eV
Kohn-Sham gap (alpha / beta)	7.368 / 7.129	eV